Computed, not measured: an isolated molecule of C4H4N2O, with the ωB97M-V functional and the def2-TZVPD basis.

Geometry as XYZ:
```
11
Properties=species:S:1:pos:R:3:forces:R:3:mulliken_charge:R:1
O 0.864030 -0.083809 2.483698 0.090 -0.075 -0.723 -0.523
C 1.299671 -0.209312 1.351934 -0.069 0.082 -0.043 -0.056
C 0.445821 -0.092286 0.156357 -0.223 0.182 -0.229 0.390
C 0.560798 -0.130470 -1.240699 -0.005 0.183 0.484 -0.437
N -0.658414 0.022543 -1.821773 0.160 0.291 0.073 -0.533
C -1.502780 0.204898 -0.833632 -0.117 0.075 -0.092 -0.087
N -0.902756 0.146125 0.368235 -0.119 -0.120 -0.165 -0.072
H 2.370566 -0.421675 1.187719 -0.108 0.030 -0.108 0.317
H 1.400394 -0.119543 -1.922655 0.290 -0.432 0.558 0.383
H -2.538642 0.450510 -1.005192 -0.098 -0.182 0.333 0.386
H -1.338690 0.233020 1.276007 0.199 -0.033 -0.090 0.232
```
Forces are in eV/Å.

Computed properties:
E	-339.57067	hartree
2S+1	1
gap between HOMO and LUMO	9.62	eV
highest occupied orbital energy	-9.43	eV
LUMO energy	0.0069	hartree

Computed, not measured: an isolated molecule of C4H4N2O, with the ωB97M-V functional and the def2-TZVPD basis.

Geometry as XYZ:
```
11
Properties=species:S:1:pos:R:3:forces:R:3:mulliken_charge:R:1
N -1.584118 -0.048478 1.645788 0.050 0.054 -0.699 -0.457
C -1.385869 0.054039 0.444811 0.140 0.110 0.428 0.307
C -1.169116 0.348731 -0.831364 -0.262 -0.029 0.172 -0.297
N 0.051522 0.469318 -1.525514 0.193 -0.213 0.373 -0.450
C 1.187952 0.227678 -1.005054 -0.241 0.060 -0.083 0.067
C 1.455526 -0.213001 0.418117 -0.096 -0.213 -0.180 -0.049
O 1.158454 -1.310508 0.826654 0.262 0.574 -0.036 -0.419
H -1.689292 -0.986306 2.033868 0.030 0.043 -0.128 0.297
H -2.058723 0.535672 -1.420923 0.090 -0.045 -0.028 0.331
H 2.067019 0.369325 -1.644170 -0.124 0.026 0.193 0.367
H 1.945914 0.560879 1.056619 -0.041 -0.365 -0.012 0.303
```
Forces are in eV/Å.

Computed properties:
E	-339.47349	hartree
2S+1	1
gap between HOMO and LUMO	9.02	eV
highest occupied orbital energy	-8.91	eV
LUMO energy	0.0039	hartree

Computed, not measured: an isolated molecule of C4H4N2O, with the ωB97M-V functional and the def2-TZVPD basis.

Geometry as XYZ:
```
11
Properties=species:S:1:pos:R:3:forces:R:3:mulliken_charge:R:1
C 0.113420 0.497246 0.935025 5.168 6.136 -1.198 -1.255
C -0.201573 0.024732 -0.370582 -0.181 -1.221 -3.798 1.067
C 0.679230 -1.242061 -0.458381 -1.303 1.875 -0.868 0.228
C -1.580351 -0.337807 -0.413220 -9.995 -13.213 -0.218 -0.270
H 1.315824 0.435229 0.584510 -2.203 1.256 2.529 0.337
H -0.006233 -0.202029 1.629041 -0.633 -2.646 3.171 0.433
H -0.228411 1.595883 1.234612 0.547 -2.519 -0.765 0.268
H 0.656114 1.715125 -0.820090 -2.362 -3.024 -3.720 0.443
N 1.571859 -1.949366 -0.469039 0.654 -1.045 -0.007 -0.396
N -2.394866 -1.473958 -0.366878 7.555 11.772 -0.394 -0.345
O 0.074987 0.937007 -1.485000 2.752 2.629 5.267 -0.510
```
Forces are in eV/Å.

Computed properties:
E	-339.33624	hartree
2S+1	1
gap between HOMO and LUMO	10.36	eV
highest occupied orbital energy	-11.39	eV
LUMO energy	-0.0379	hartree

Computed, not measured: an isolated molecule of C4H4N2O, with the ωB97M-V functional and the def2-TZVPD basis.

Geometry as XYZ:
```
11
Properties=species:S:1:pos:R:3:forces:R:3:mulliken_charge:R:1
O 2.773426 0.053065 1.150242 -0.101 -0.187 -0.244 -0.459
C 2.025714 -0.713222 0.591295 -0.034 0.674 0.372 0.130
C 0.578165 -0.618435 0.521505 -0.305 0.608 -0.272 0.029
C -0.305416 -0.887096 -0.472003 0.060 -0.188 0.007 0.298
N -1.361425 -0.340832 -0.996172 0.085 -0.156 0.045 -0.640
C -1.608115 0.904328 -0.450661 0.233 -0.043 0.162 0.022
N -0.822059 1.437699 0.404944 0.050 -0.385 -0.270 -0.514
H 2.420418 -1.641112 0.090291 -0.490 0.233 0.220 0.259
H 0.005673 -1.902289 -0.770484 -0.216 -0.111 -0.339 0.269
H -2.532633 1.370541 -0.815077 0.291 -0.057 0.194 0.365
H -1.173746 2.337354 0.746119 0.426 -0.389 0.126 0.241
```
Forces are in eV/Å.

Computed properties:
E	-339.41652	hartree
2S+1	1
gap between HOMO and LUMO	7.91	eV
highest occupied orbital energy	-9.38	eV
LUMO energy	-0.0541	hartree

Computed, not measured: an isolated molecule of C4H4N2O, with the ωB97M-V functional and the def2-TZVPD basis.

Geometry as XYZ:
```
11
Properties=species:S:1:pos:R:3:forces:R:3:mulliken_charge:R:1
O 2.354932 -1.314736 0.277807 -0.294 0.127 -0.163 -0.570
C 1.282903 -0.803317 0.030221 0.157 -0.001 0.008 0.422
C 1.096386 0.655050 -0.065776 -0.098 0.018 0.070 -0.390
C -0.139618 1.170295 0.036956 0.063 -0.091 -0.020 -0.220
N -1.223748 0.318674 0.088335 0.096 -0.029 -0.027 -0.104
C -1.021060 -1.019516 -0.107496 0.034 0.005 0.016 0.039
N 0.124443 -1.590338 -0.176157 -0.115 0.167 0.086 -0.483
H 1.973823 1.285501 -0.140665 -0.123 -0.059 0.075 0.364
H -0.361661 2.231553 0.071281 0.052 -0.141 -0.006 0.361
H -2.157017 0.676175 0.215626 0.121 -0.052 -0.107 0.222
H -1.929387 -1.609343 -0.230132 0.107 0.058 0.068 0.360
```
Forces are in eV/Å.

Computed properties:
E	-339.57434	hartree
2S+1	1
gap between HOMO and LUMO	9.70	eV
highest occupied orbital energy	-9.34	eV
LUMO energy	0.0135	hartree

Computed, not measured: an isolated molecule of C4H4N2O2, with the ωB97M-V functional and the def2-TZVPD basis.

Geometry as XYZ:
```
12
Properties=species:S:1:pos:R:3:forces:R:3:mulliken_charge:R:1
C -2.309881 0.237738 -0.163177 -3.025 -2.415 2.240 0.374
C 0.810415 -1.549259 0.242980 0.859 1.720 1.085 0.193
C 1.196358 0.873806 0.293472 -0.144 0.425 -0.552 -0.142
C -1.070383 0.653800 -0.574153 2.043 0.421 -1.492 -0.140
N -3.264437 -0.353212 0.219400 2.122 1.841 -1.099 -0.398
N -0.098270 -1.692788 -0.586820 -0.149 0.831 -0.136 -0.448
O 1.436837 -0.394195 0.806064 -0.761 -0.754 -0.811 -0.310
O -0.188737 1.232060 0.360782 -1.508 -0.756 -1.807 -0.313
H 1.304896 -2.294353 0.826062 -0.008 -1.342 -0.103 0.380
H 1.601307 1.549841 1.064556 0.324 -0.183 -0.816 0.191
H 1.632075 0.986277 -0.762164 -0.716 -0.033 1.414 0.311
H -1.050185 0.750284 -1.727006 0.962 0.245 2.077 0.302
```
Forces are in eV/Å.

Computed properties:
E	-414.63401	hartree
2S+1	1
gap between HOMO and LUMO (spin up / spin down)	9.54 / 7.52	eV
highest occupied orbital energy (spin up / spin down)	-10.63 / -9.02	eV
LUMO energy (spin up / spin down)	-0.0400 / -0.0551	hartree

What did we get for ΔE to the lowest compared entry with this formula, charge and spin? Answer: 0.2992 2.9438 6.6783 4.4940 0.1993 5.7736 eV, in the order shown.